(1)
Molecular formula: C8H26F24LiN4O29S8
Method: DFT, ωB97M-V with the def2-TZVPD basis set

Last column: Löwdin charge in e.
Geometry (Å):
Li (-5.66, 0.12, 1.66)  0.948
C (0.33, -12.43, -1.71)  -0.636
F (-0.13, -13.28, -2.66)  0.110
F (-0.64, -11.70, -1.13)  0.112
F (0.93, -13.11, -0.74)  0.102
S (1.68, -11.27, -2.41)  0.699
O (1.87, -11.80, -3.79)  -0.362
O (1.15, -9.90, -2.46)  -0.334
N (3.06, -11.40, -1.39)  -0.300
S (2.67, -10.56, -0.15)  0.568
O (3.16, -9.18, -0.16)  -0.310
O (1.29, -10.67, 0.40)  -0.343
C (3.70, -11.42, 1.22)  -0.729
F (4.93, -10.95, 1.13)  0.131
F (3.21, -11.13, 2.39)  0.158
F (3.71, -12.74, 1.09)  0.133
C (12.17, 1.62, 1.30)  -0.691
F (12.25, 0.49, 1.95)  0.153
F (12.86, 2.56, 1.91)  0.144
F (12.65, 1.63, 0.03)  0.106
S (10.31, 2.05, 1.23)  0.721
O (9.81, 2.01, 2.62)  -0.334
O (10.28, 3.38, 0.63)  -0.339
N (9.60, 0.68, 0.24)  -0.290
S (8.98, 1.48, -0.97)  0.498
O (7.88, 2.42, -0.67)  -0.337
O (9.99, 1.99, -1.80)  -0.329
C (8.07, 0.20, -2.05)  -0.658
F (7.23, -0.42, -1.27)  0.142
F (7.38, 0.78, -3.01)  0.157
F (9.04, -0.68, -2.56)  0.058
C (-3.37, 2.73, -2.57)  -0.683
F (-2.74, 3.48, -3.44)  0.161
F (-4.52, 3.32, -2.27)  0.117
F (-3.67, 1.55, -3.11)  0.123
S (-2.37, 2.54, -0.93)  0.699
O (-1.02, 3.00, -1.28)  -0.304
O (-3.03, 3.38, 0.06)  -0.343
N (-2.59, 0.83, -0.54)  -0.339
S (-1.29, 0.20, -1.06)  0.546
O (-1.14, 0.33, -2.52)  -0.338
O (-0.01, 0.54, -0.37)  -0.323
C (-1.51, -1.66, -0.74)  -0.687
F (-1.23, -1.96, 0.53)  0.139
F (-2.77, -1.93, -1.01)  0.113
F (-0.69, -2.31, -1.55)  0.155
C (-0.25, -0.69, 7.91)  -0.600
F (0.06, 0.41, 7.24)  0.133
F (-1.52, -1.13, 7.68)  0.095
F (0.64, -1.62, 7.57)  0.130
S (-0.10, -0.28, 9.89)  0.682
O (-1.26, -0.87, 10.54)  -0.346
O (1.15, -0.83, 10.35)  -0.327
N (-0.07, 1.48, 9.98)  -0.309
S (-1.58, 1.83, 9.97)  0.532
O (-2.33, 1.25, 8.87)  -0.345
O (-2.14, 1.85, 11.32)  -0.336
C (-1.40, 3.72, 9.45)  -0.666
F (-0.42, 3.77, 8.59)  0.143
F (-2.52, 4.15, 8.79)  0.079
F (-1.23, 4.47, 10.52)  0.134
O (-10.03, 6.03, -1.04)  -0.057
H (-9.57, 6.83, -0.80)  0.031
H (-9.84, 5.91, -1.97)  0.029
O (-6.26, 8.84, -8.40)  -0.054
H (-6.08, 8.90, -9.34)  0.026
H (-6.46, 7.92, -8.26)  0.031
O (4.14, 2.98, 3.68)  -0.052
H (3.62, 3.77, 3.85)  0.021
H (3.77, 2.62, 2.86)  0.031
O (-8.07, 2.95, 1.66)  -0.058
H (-8.12, 3.60, 2.37)  0.034
H (-8.53, 3.37, 0.93)  0.032
O (-1.26, -5.90, -6.60)  -0.058
H (-0.45, -5.86, -7.10)  0.026
H (-1.03, -6.36, -5.79)  0.033
O (-3.59, 10.12, 0.91)  -0.058
H (-3.24, 10.66, 0.20)  0.026
H (-3.18, 9.27, 0.79)  0.032
O (-4.28, 2.61, -9.72)  -0.057
H (-3.52, 2.63, -9.14)  0.033
H (-4.01, 3.11, -10.49)  0.023
O (-6.11, -2.36, -4.42)  -0.049
H (-5.77, -2.31, -3.53)  0.024
H (-6.52, -1.50, -4.57)  0.025
O (-1.98, 10.06, -7.45)  -0.051
H (-1.78, 10.29, -8.36)  0.025
H (-2.77, 9.52, -7.51)  0.023
O (3.51, 6.64, -2.83)  -0.055
H (3.05, 6.40, -2.02)  0.030
H (2.96, 6.30, -3.53)  0.025
O (0.63, 0.70, -7.78)  -0.060
H (1.49, 0.37, -8.05)  0.026
H (0.49, 0.31, -6.92)  0.034
O (-3.61, -8.82, 2.49)  -0.060
H (-3.70, -9.25, 1.64)  0.027
H (-2.84, -8.25, 2.39)  0.033
O (-6.87, 6.09, 4.89)  -0.058
H (-5.95, 5.98, 4.66)  0.033
H (-7.03, 5.48, 5.60)  0.028

Values from the calculation:
Charge   -3
Gap between HOMO and LUMO   0.1411 Eh



(2)
Molecular formula: C8H26N12O12Pb
Method: DFT, ωB97M-V with the def2-TZVPD basis set

Last column: Löwdin charge in e.
Geometry (Å):
Pb (1.57, -3.45, 2.08)  1.721
O (-2.41, -3.38, 1.94)  0.095
C (-1.89, -4.43, 1.32)  -0.835
O (-0.69, -4.67, 1.52)  -0.197
O (-2.60, -5.24, 0.64)  0.038
H (-1.68, -2.78, 2.11)  0.052
O (0.98, 0.71, 0.63)  0.134
C (1.13, -0.59, 0.78)  -0.863
O (2.24, -1.15, 0.97)  -0.201
O (0.19, -1.34, 1.01)  -0.100
H (0.06, 0.66, 0.35)  0.053
C (3.80, -1.43, -2.18)  -0.911
O (4.17, -1.89, -3.16)  0.111
N (4.57, -1.18, -1.20)  0.188
N (2.53, -1.19, -1.96)  0.183
H (4.21, -1.00, -0.28)  0.094
H (5.48, -1.43, -1.57)  0.134
H (1.89, -1.73, -2.52)  0.126
H (2.47, -0.89, -1.00)  0.051
C (-2.05, 0.58, 3.33)  -0.874
O (-2.64, 1.00, 4.25)  0.085
N (-2.36, -0.38, 2.59)  0.183
N (-0.88, 1.07, 3.03)  0.192
H (-1.84, -0.68, 1.78)  0.069
H (-3.17, -0.99, 2.58)  0.136
H (-0.53, 0.65, 2.18)  0.052
H (-0.35, 1.69, 3.64)  0.129
C (-2.62, 1.74, -0.34)  -0.839
O (-1.64, 1.16, 0.00)  0.039
N (-2.54, 2.58, -1.26)  0.226
N (-3.67, 1.68, 0.38)  0.221
H (-1.76, 2.57, -1.90)  0.119
H (-3.43, 3.03, -1.42)  0.129
H (-4.46, 2.28, 0.16)  0.128
H (-3.65, 1.08, 1.19)  0.111
C (0.79, 2.56, -3.14)  -0.747
O (1.28, 3.41, -2.38)  0.022
N (0.42, 1.37, -2.68)  0.135
N (0.54, 2.55, -4.41)  0.170
H (-0.07, 0.62, -3.14)  0.106
H (0.73, 1.23, -1.73)  0.081
H (0.26, 1.62, -4.72)  0.114
H (0.56, 3.40, -4.94)  0.130
C (3.71, 2.85, 2.91)  -0.886
O (4.08, 3.91, 3.31)  0.064
N (3.75, 1.81, 3.58)  0.178
N (3.06, 2.69, 1.79)  0.180
H (3.23, 0.96, 3.38)  0.111
H (3.81, 2.10, 4.54)  0.135
H (2.48, 3.51, 1.87)  0.135
H (2.79, 1.74, 1.59)  0.075
C (-2.65, -2.85, -1.93)  -0.753
O (-3.08, -4.00, -1.86)  0.054
N (-1.83, -2.29, -1.06)  0.165
N (-3.04, -2.00, -2.83)  0.160
H (-1.25, -3.05, -0.72)  0.095
H (-1.85, -1.37, -0.65)  0.081
H (-2.50, -1.15, -2.88)  0.092
H (-3.63, -2.27, -3.60)  0.121

Values from the calculation:
Gap between HOMO and LUMO   0.1881 Eh



(3)
Molecular formula: C8H26NNaO8
Method: DFT, ωB97M-V with the def2-TZVPD basis set

Last column: Löwdin charge in e.
Geometry (Å):
Na (20.91, 10.95, -9.04)  0.368
N (22.23, 13.74, -9.50)  -0.584
O (22.67, 12.86, -8.70)  -0.086
O (21.17, 13.48, -10.13)  -0.070
O (22.77, 14.85, -9.56)  -0.002
C (18.51, 13.92, -6.68)  -0.071
C (19.29, 12.69, -7.03)  -0.288
O (18.81, 12.08, -8.23)  -0.089
H (17.43, 13.72, -6.67)  0.077
H (18.68, 14.74, -7.38)  0.085
H (18.78, 14.24, -5.67)  0.081
H (19.14, 11.95, -6.23)  0.118
H (20.35, 12.86, -7.19)  0.107
H (17.85, 12.02, -8.19)  0.097
C (25.15, 9.19, -11.08)  -0.085
C (23.66, 8.92, -11.16)  -0.309
O (22.86, 10.05, -10.84)  -0.077
H (25.48, 9.61, -10.13)  0.074
H (25.46, 9.88, -11.87)  0.079
H (25.71, 8.26, -11.26)  0.077
H (23.40, 8.16, -10.42)  0.106
H (23.39, 8.49, -12.13)  0.113
H (23.14, 10.83, -11.33)  0.093
C (23.73, 9.14, -5.78)  -0.078
C (23.31, 9.73, -7.09)  -0.269
O (22.02, 10.40, -6.96)  -0.114
H (23.02, 8.36, -5.50)  0.078
H (23.78, 9.91, -5.01)  0.080
H (24.72, 8.67, -5.85)  0.079
H (23.09, 8.97, -7.85)  0.106
H (24.02, 10.45, -7.51)  0.119
H (22.08, 11.08, -6.28)  0.091
C (19.02, 8.03, -9.61)  -0.122
O (20.00, 8.68, -8.80)  -0.122
H (19.40, 7.12, -10.08)  0.084
H (18.15, 7.76, -9.01)  0.082
H (18.69, 8.71, -10.39)  0.076
H (20.54, 8.04, -8.34)  0.086
C (19.90, 11.87, -12.21)  -0.134
O (19.30, 11.36, -11.02)  -0.139
H (19.79, 11.13, -13.00)  0.080
H (19.51, 12.85, -12.46)  0.088
H (20.98, 11.97, -12.05)  0.055
H (18.83, 12.06, -10.56)  0.061

Values from the calculation:
Gap between HOMO and LUMO   0.2965 Eh



(4)
Molecular formula: C8H27AgN10O6
Method: DFT, ωB97M-V with the def2-TZVPD basis set

Last column: Löwdin spin population.
Geometry (Å):
Ag (0.43, 0.19, 0.02)  0.311
C (0.30, -1.58, -3.95)  0.033
C (0.78, -1.62, -2.50)  0.052
C (2.08, -2.46, -2.39)  -0.001
O (0.99, -0.34, -2.06)  0.537
H (0.14, -2.60, -4.31)  0.004
H (1.01, -1.06, -4.59)  0.000
H (-0.69, -1.11, -4.05)  0.000
H (0.04, -2.21, -1.94)  0.020
H (1.95, -3.43, -2.86)  0.000
H (2.33, -2.52, -1.33)  0.000
H (2.91, -1.97, -2.91)  0.000
C (-0.91, 3.26, -1.08)  0.000
O (-0.45, 2.19, -0.70)  0.004
N (-0.35, 3.98, -2.10)  0.000
N (-2.01, 3.82, -0.48)  0.000
H (0.27, 3.52, -2.74)  0.000
H (-0.86, 4.77, -2.44)  0.000
H (-2.56, 3.23, 0.12)  0.000
H (-2.41, 4.68, -0.81)  0.000
C (0.84, -3.05, 1.39)  0.001
O (1.03, -1.87, 1.07)  0.004
N (-0.30, -3.49, 1.97)  0.000
N (1.83, -3.97, 1.18)  0.000
H (-1.07, -2.88, 2.16)  0.000
H (-0.43, -4.46, 2.20)  0.000
H (1.85, -4.96, 1.33)  0.000
H (2.72, -3.58, 0.94)  0.000
C (-1.25, 1.52, 2.75)  0.001
O (-0.44, 1.00, 2.00)  0.008
N (-2.40, 0.86, 3.12)  0.000
N (-1.15, 2.82, 3.17)  0.000
H (-2.99, 1.22, 3.85)  0.000
H (-2.47, -0.09, 2.82)  0.000
H (-0.26, 3.27, 3.03)  0.000
H (-1.56, 3.05, 4.06)  0.000
C (3.17, 1.23, 1.62)  0.001
O (2.48, 0.69, 0.76)  0.009
N (4.29, 0.66, 2.13)  0.000
N (2.86, 2.48, 2.11)  0.000
H (4.66, -0.17, 1.70)  0.000
H (4.70, 0.97, 3.00)  0.000
H (2.16, 3.00, 1.63)  0.000
H (3.56, 2.98, 2.63)  0.000
C (-2.69, -0.72, -0.89)  0.001
O (-1.63, -0.74, -0.28)  0.014
N (-2.80, -0.04, -2.08)  0.000
N (-3.83, -1.33, -0.46)  0.000
H (-3.45, -0.39, -2.76)  0.000
H (-1.97, 0.44, -2.38)  0.000
H (-3.84, -1.83, 0.41)  0.000
H (-4.62, -1.36, -1.07)  0.000

Values from the calculation:
Spin multiplicity   2
Charge   +1
Gap between HOMO and LUMO (spin up / spin down)   0.3426 / 0.2809 Eh



Relative energy (zero: lowest compared OMol25 entry of this formula, charge and spin)? In order: 818.7; 1040.7; 12.1; 1.2 kJ/mol.
Electronic energy? In order: -8311.0820; -2073.2417; -1139.2813; -1466.9482 Eh.